1.
Here is the ion C4H13N2S with charge +1 from the OMol25 dataset. Energies are from ωB97M-V with the def2-TZVPD basis set.

Calculated values
HOMO energy	-12.23	eV
total charge	+1
LUMO	-3.36	eV
energy relative to the best compared isomer or geometry (same formula, charge and spin)	26.0	kcal per mole
DFT total energy	-18167.3643	eV
SMILES	CNC[C@H]([NH3+])CS

Each line ends with the Mulliken charge.
Geometry (Å):
C (-1.24829, -2.45302, 1.76088)  -0.864
S (-0.13056, 1.66236, -2.06395)  -0.211
N (-0.86327, -1.05233, 1.80518)  -0.185
H (1.12963, -1.36977, 1.56891)  0.435
C (0.40902, -0.54930, 1.43664)  -1.167
N (1.88910, 0.38072, -0.30497)  -0.324
H (2.65751, -0.19505, 0.03233)  0.368
H (0.70203, 0.28016, 2.07103)  0.495
H (-0.93966, 0.94695, -2.85489)  0.195
H (0.48019, -1.11262, -0.68531)  0.225
H (-0.97773, -2.95341, 2.69114)  0.295
H (-0.61064, 1.59958, 0.29632)  0.407
H (1.93496, 1.32967, 0.07122)  0.360
H (-2.32710, -2.48096, 1.62023)  0.311
H (-1.48334, 0.34120, -0.56512)  0.430
H (1.94734, 0.54432, -1.32287)  0.307
C (-0.52676, 0.84317, -0.47698)  -0.915
H (-1.49251, -0.46153, 2.31778)  0.246
C (0.49689, -0.21238, -0.07778)  0.321
H (-0.75882, -2.93429, 0.90734)  0.274


2.
Here is the ion C4H13N2S with charge +1 from the OMol25 dataset. Energies are from ωB97M-V with the def2-TZVPD basis set.

Calculated values
HOMO energy	-11.81	eV
total charge	+1
LUMO	-3.39	eV
energy relative to the best compared isomer or geometry (same formula, charge and spin)	37.3	kcal per mole
DFT total energy	-18166.8769	eV
SMILES	[NH3+]CCNCCS

Each line ends with the Mulliken charge.
Geometry (Å):
C (0.20277, 1.36797, -0.20149)  -0.857
H (-0.96965, -2.16816, 2.38473)  0.356
H (-0.54717, -0.54491, 2.03984)  0.394
H (-1.02513, 2.06566, -1.95276)  0.361
H (1.20687, 0.95979, -0.07166)  0.278
N (-0.17878, -1.52567, 2.21281)  -0.281
H (1.37559, 2.90848, -3.43466)  0.166
H (0.18394, 2.27465, 0.33459)  0.528
C (-0.48973, -1.13916, -0.12970)  -0.516
H (-1.47148, -1.65379, -0.16564)  0.448
C (0.43586, -1.91326, 0.89913)  -0.598
H (-1.65767, 0.41836, 0.21689)  0.202
H (0.40729, 1.03025, -2.36069)  0.355
H (-0.15817, -1.28894, -1.12333)  0.359
H (1.49934, -1.58829, 0.85561)  0.313
H (0.42469, -2.99765, 0.90983)  0.382
N (-0.67031, 0.35548, 0.37656)  -0.389
H (0.41136, -1.52592, 3.02097)  0.335
S (1.02710, 3.23861, -2.11883)  -0.233
C (-0.00671, 1.72651, -1.69220)  -0.602